No. 1
Below is the molecule C21H28FN5O3S at a distorted geometry, with properties calculated with ωB97M-V/def2-TZVPD.

## Properties
frontier orbital gap: 0.33402 Eh
net charge: 0
DFT total energy: -1814.59394 Ha

Structure (XYZ):
```
59
C21H28FN5O3S, DFT ωB97M-V/def2-TZVPD
C -3.01591 3.18696 -0.51786
H 3.90571 0.51641 2.64497
H -10.29699 -3.11451 -0.13742
H 9.46953 -0.05282 -1.09153
H -8.43459 -1.49026 0.12770
C 9.05122 -0.82445 -1.74581
C 5.21422 -1.78499 0.98229
N -3.97038 -1.42776 -1.14082
H 2.32869 1.99458 -1.47547
H -6.92207 -2.92869 1.48046
C 6.72032 0.09028 -0.39584
H 4.65042 -2.54161 1.50566
F 6.72680 -3.45321 0.31931
C -0.69542 2.16873 -0.70435
H -3.49663 4.09257 -0.14695
C 1.54473 1.33414 -1.09123
C 2.17356 0.27418 -0.19233
H 2.93373 -0.27307 -0.75197
H 0.46957 3.29976 1.40586
C -3.92788 2.02421 -0.17980
H 9.86012 -1.42717 -2.15482
H 2.30089 2.10936 2.57010
C 1.19730 2.73314 0.83016
S -5.73478 -0.34373 0.37811
H 2.99654 -0.88698 2.04606
H 1.01376 0.87113 -1.92313
O -1.09755 1.54746 -1.68054
H 8.50260 -0.35023 -2.56592
C -5.78544 -2.04846 -0.06798
C 3.58917 -0.00898 1.73740
C -8.22508 -2.51553 -0.18579
N 0.59610 2.13229 -0.33670
H -8.16847 -2.52877 -1.27613
N 2.80825 0.92218 0.94146
H -2.74337 0.83414 -1.37726
C -1.62620 3.05092 0.11951
H 5.26944 1.50191 0.28381
H -9.15734 -4.45753 -0.03501
C -4.28905 -0.29581 -0.60959
H 1.01408 0.97586 2.08040
H -9.42558 -3.41889 1.36607
H -2.90941 3.25348 -1.60212
H 1.99584 3.40753 0.49987
H 1.39561 -0.43939 0.13336
O 8.23737 -1.72140 -1.03090
N -3.58374 0.85673 -0.79051
H -1.72169 2.64112 1.12781
C 4.81454 -0.45482 0.98568
C 6.35442 -2.15704 0.30432
H -6.63173 -3.96156 0.06521
C 7.13810 -1.23671 -0.40181
C -9.34575 -3.43405 0.28123
H 7.28652 0.83954 -0.92540
N -4.81761 -2.40447 -0.83181
O -4.87960 2.11515 0.56649
C 1.81545 1.64205 1.71040
C 5.57995 0.46908 0.29100
H -1.18121 4.04538 0.19334
C -6.87108 -2.94740 0.38878
```

Here are the Löwdin charges for atoms 1 to 6, given in e: -0.082 0.130 0.068 0.097 0.094 -0.082

---

No. 2
Below is a structure of composition C21H28IN3SiTi at a distorted geometry, with properties calculated with ωB97M-V/def2-TZVPD.

## Properties
frontier orbital gap (spin up / spin down): 0.17334 / 0.21469 Eh
expectation value of S²: 2.022
net charge: 0
DFT total energy: -2417.89317 Ha
spin multiplicity: 3

Structure (XYZ):
```
55
C21H28IN3SiTi, DFT ωB97M-V/def2-TZVPD
N -1.66344 0.61406 -0.65627
C 0.90872 -0.01736 3.96148
H 2.68725 0.53749 -1.37695
H 2.87779 1.77687 -0.07934
H 1.18819 1.86991 2.43823
H -2.01429 -2.56314 0.21605
N 0.65023 -0.89281 -1.15106
H 2.57586 -3.60080 -1.76709
C -3.94810 0.18027 -2.13195
C 2.04488 -0.02211 4.76027
C -1.05630 -2.61825 3.39165
C -1.67818 -0.34148 -1.62487
H 1.33063 3.04522 1.06722
H 2.96232 0.04487 0.33067
C 3.21404 -1.28459 3.08124
C 0.92239 -0.59769 2.64509
C -2.85182 -0.61594 -2.36845
C -2.76692 1.33222 -0.41646
C -0.51896 -1.25650 -1.76372
H -3.01835 -2.88447 1.62502
H -4.81672 1.79587 -0.94690
H -3.35785 -1.48060 0.62984
H 2.00468 0.45248 5.74576
C -0.58706 -2.49662 -2.39670
C 1.66757 -2.98686 -1.80414
H -2.73107 2.04568 0.42428
H 2.68322 -1.45784 -0.81152
Ti 0.60778 1.02109 0.08116
C 2.09277 -1.29031 2.27145
C 2.50839 0.78475 -0.34524
H -0.64379 -2.29047 4.35000
H -4.82112 0.00110 -2.77112
H -2.82704 -1.46328 -3.05143
H -2.06510 0.36129 4.13536
C -3.93592 1.17067 -1.15816
H 4.10767 -0.62296 4.95071
H 2.07108 -1.78627 1.29279
C 3.21426 -0.64171 4.32134
N -0.06682 -0.39777 1.68236
H -0.00349 0.47182 4.29792
H -0.35388 -3.30988 2.91876
H -3.47436 -0.47479 3.41343
H 4.10425 -1.81139 2.74168
H -2.73709 0.93884 2.58781
H -0.39503 2.68348 1.80759
C -2.55607 -2.08971 1.03633
C 1.69570 -1.73879 -1.20254
Si -1.52467 -1.20079 2.28814
C 0.47989 -3.36224 -2.41766
C 0.61371 2.36302 1.60178
H -2.00668 -3.14344 3.54943
C -2.53495 0.05137 3.19570
I 0.36132 3.05326 -1.53266
H 0.39297 -4.33510 -2.89981
H -1.54212 -2.77415 -2.87008
```

Here are the Löwdin charges for atoms 1 to 6, given in e: -0.030 -0.055 0.017 0.008 0.013 0.037

---

No. 3
Below is the molecule C21H28N2O2, with properties calculated with ωB97M-V/def2-TZVPD.

## Properties
frontier orbital gap: 0.32204 Eh
net charge: 0
DFT total energy: -1077.01147 Ha

Structure (XYZ):
```
53
C21H28N2O2, DFT ωB97M-V/def2-TZVPD
C -3.59900 0.65001 1.27532
H -0.23900 -1.51797 -1.66384
C 4.10702 2.96754 0.46972
H -2.50282 -2.03642 0.89256
C -1.13077 0.32224 0.96312
C -2.32769 -1.05417 -1.85160
H -3.08436 -0.46751 -1.33079
C -2.50343 1.96149 -0.39999
O -0.05824 2.47077 1.21750
C 3.48423 0.32036 -0.03294
H -5.71079 0.92547 1.45513
H -3.55824 -0.07339 2.07816
C -0.78127 -2.55894 2.08469
H 4.35246 4.00033 0.66519
H 2.02727 3.21723 0.94803
C -0.94597 -0.79731 -1.23107
H 6.11766 2.42341 -0.06176
H -1.18707 0.03925 2.02116
C -1.41302 -2.11990 0.76002
H -1.60636 2.27267 -0.91322
C 2.48914 1.20931 0.37736
C 2.79991 2.53873 0.63026
C -4.87489 2.15754 -0.08358
C -2.43293 1.00496 0.60635
C -3.71570 2.53430 -0.73997
H 4.87790 -1.51067 -1.67485
H -1.22764 -2.90804 0.02550
H 6.55009 -1.80452 -1.13953
H -3.75522 3.27907 -1.52127
N 1.20023 0.69497 0.51431
C 0.05439 1.30778 0.89963
H -1.56783 -1.24287 -3.86727
H 5.21609 -1.90894 0.03492
H -3.29629 -0.89883 -3.77438
H 1.10683 -3.20820 2.89948
H -2.12583 0.37978 -3.45255
H 1.23379 -1.82044 1.82416
C 5.09791 2.09823 0.06533
O 5.83194 -0.02541 -0.58300
C 5.58829 -1.38331 -0.85097
C -2.32880 -0.68157 -3.32853
C -4.81312 1.21600 0.92874
H -0.61220 0.20290 -1.51490
H 0.96135 -3.43430 1.15558
C 4.78956 0.76048 -0.18928
H 3.21320 -0.70767 -0.22273
C 0.72471 -2.76725 1.98175
H -0.99178 -1.83367 2.87272
H -2.59001 -2.10870 -1.74560
H 1.07030 -0.28824 0.28852
N -0.83417 -0.90173 0.21701
H -1.25858 -3.49762 2.37466
H -5.82121 2.60283 -0.35325
```

Here are the Löwdin charges for atoms 1 to 6, given in e: -0.038 0.129 -0.073 0.119 -0.168 -0.238

---

No. 4
Below is the molecule C21H28N2O2S, with properties calculated with ωB97M-V/def2-TZVPD.

## Properties
frontier orbital gap: 0.30810 Eh
net charge: 0
DFT total energy: -1475.17624 Ha

Structure (XYZ):
```
54
C21H28N2O2S, DFT ωB97M-V/def2-TZVPD
H 3.58511 -0.50635 0.86090
N 1.58759 1.07975 0.18920
N -0.74771 2.33692 -0.92655
H -2.76688 0.39995 -3.09601
H 3.54005 -1.77228 2.93538
H -5.21252 -2.91141 -0.84853
H -1.16802 2.91987 1.02104
H 3.39179 3.12729 -0.09659
C 1.38257 1.22442 -1.24175
C -5.58225 -2.56163 -1.81045
H 1.88575 0.40501 -1.75637
S -4.78030 -0.10546 -0.15256
O 3.45760 2.60907 1.88985
C 2.40414 -4.89754 2.34705
H -2.02055 2.88597 -2.45483
H 0.85633 1.79747 1.98763
H -2.43903 3.51528 -0.84754
H 2.30905 -5.85873 2.83023
C 1.44076 3.47293 0.78369
C 2.08717 -3.49523 0.42773
H 1.04404 4.09364 1.58827
H 1.84635 2.16193 -1.55576
C 1.96161 -4.72624 1.04660
H -5.80444 -3.41274 -2.44818
H -6.49054 -1.98859 -1.63496
C -3.83196 1.31921 -0.09290
H 1.14168 3.91483 -0.16597
C -2.09173 2.63350 -1.39334
C 0.81738 2.07372 0.92757
C 2.75359 -1.07422 0.44002
H 3.32038 -3.95929 4.03861
C -3.25824 0.46039 -2.14134
C -4.54637 -1.68789 -2.47060
H 1.74384 -3.36800 -0.58951
H -0.17226 1.45088 -2.71668
C 3.09434 -2.60119 2.40366
C 2.65757 -2.42015 1.09751
C 2.97146 -3.83159 3.02423
C -0.09590 1.25834 -1.64442
C -3.07205 1.50598 -1.21333
C -4.15126 -0.49454 -1.72392
H -0.56600 0.28073 -1.43493
H 2.93015 -1.19398 -0.62985
H -3.89409 1.95287 0.77061
H 0.62040 -0.82835 0.19012
C 2.97445 3.44366 0.86873
C -0.65950 2.10518 0.50057
H 1.51914 -5.55429 0.51209
H 1.25088 -0.26430 1.74134
C 1.45119 -0.28659 0.66630
H 3.35024 4.44501 1.09273
H 3.17460 1.71372 1.66280
H -1.14062 1.15329 0.79390
O -4.05898 -1.94025 -3.55150
```

Here are the Löwdin charges for atoms 1 to 6, given in e: 0.115 -0.147 -0.155 0.128 0.113 0.079